1.
C3H8N2S2 in the gas phase at a distorted geometry, computed with the ωB97M-V functional and the def2-TZVPD basis.

```
15
Properties=species:S:1:pos:R:3:lowdin_charge:R:1
C -1.12244 -2.00785 -0.36736 -0.410
C 0.30845 0.35301 0.06823 -0.782
C 0.16800 2.01656 1.85575 -0.126
H -0.41171 -2.56814 0.21768 0.035
H -2.05389 -2.55706 -0.32801 0.028
H -0.81492 -1.93655 -1.42755 0.006
H 1.98460 0.01477 -0.76462 0.082
H 0.78129 -0.98377 -3.06290 -0.146
H 0.33126 3.09994 1.56130 0.096
H 0.69491 1.80699 2.77507 0.062
H -0.90720 1.81733 2.00142 0.051
N 1.01426 -0.16837 -1.00876 -0.469
N 0.83571 1.17690 0.84181 -0.022
S -1.38530 -0.30606 0.22122 0.836
S 0.57697 0.24230 -2.58328 0.761
```

Summary:
SMILES ... C/N=C(/NS)SC
Molar mass ... 136.2 g/mol
Energy above the lowest of the compared OMol25 structures with the same formula, charge and spin ... 1.5281 eV
Net charge ... 0
E ... -27890.16857 eV



2.
3 unconnected molecules or ions with the total composition C4H13NOS2 at a distorted geometry, computed with the ωB97M-V functional and the def2-TZVPD basis.

```
21
Properties=species:S:1:pos:R:3:lowdin_charge:R:1
N 0.87293 2.12990 0.85589 -0.030
C 1.46619 1.56739 -0.42764 -0.316
C 0.54318 1.22975 -1.65164 -0.555
S 0.55291 -0.51552 -2.07566 0.740
S -1.56595 0.11863 1.50515 0.612
C -1.30561 -1.56017 0.69027 -0.618
C -1.93225 -1.60351 -0.64654 -0.295
H 0.07023 1.53121 1.18461 -0.093
H 0.64184 3.13265 0.64171 0.085
H 2.13081 2.40018 -0.59501 0.093
H 2.14629 0.67931 -0.25804 0.095
H 0.80630 1.75206 -2.51359 0.027
H -0.52042 1.19171 -1.24224 0.077
H -1.90502 -2.22079 1.32469 0.071
H -0.19892 -1.64311 0.63618 0.021
H -1.87873 -0.68932 -1.31129 0.032
H -1.42466 -2.42170 -1.31177 0.091
H -2.96436 -1.88151 -0.64568 0.057
H 2.22566 -0.99752 2.15249 -0.026
H 0.73073 -0.81275 1.88479 -0.034
O 1.50883 -1.38688 1.80332 -0.036
```

Summary:
Molar mass ... 155.3 g/mol
Energy above the lowest of the compared OMol25 structures with the same formula, charge and spin ... 6.6059 eV
Net charge ... 0
E ... -29560.77722 eV



3.
A molecular structure, C2H3I2NO2 at a distorted geometry, computed with the ωB97M-V functional and the def2-TZVPD basis.

```
10
Properties=species:S:1:pos:R:3:lowdin_charge:R:1
C 1.07012 0.40384 1.38924 0.008
C -0.95288 -0.61745 -1.57787 -1.400
N -0.51345 0.04675 -0.52288 -0.485
O 0.49162 -0.51199 0.29574 -0.225
O -0.91539 1.11519 -0.08634 -0.101
I -2.39258 0.34370 -2.56436 0.963
I -0.34366 -2.52171 -1.73193 0.939
H 0.27319 0.60465 2.21941 0.115
H 1.98947 -0.22066 1.67614 0.114
H 1.29357 1.35769 0.90284 0.072
```

Summary:
Molar mass ... 326.9 g/mol
Energy above the lowest of the compared OMol25 structures with the same formula, charge and spin ... 3.9858 eV
Net charge ... 0
E ... -23904.09478 eV



4.
A molecular structure, C35H29BrF2N8O2Y, computed with the ωB97M-V functional and the def2-TZVPD basis.

```
78
Properties=species:S:1:pos:R:3:lowdin_charge:R:1
Y -0.68367 -0.83800 -0.31759 1.455
N -2.04711 -1.66491 2.76403 0.142
C -2.65281 -0.50108 2.34893 -0.486
N -3.60713 -0.03543 3.13895 0.127
C -4.15065 1.12502 2.68695 -0.499
N -5.18092 1.60582 3.47140 0.109
N -3.84115 1.79347 1.61862 0.145
C -2.82445 1.26439 0.83906 -0.306
N -2.21081 0.05736 1.21910 0.039
C -2.39675 1.93790 -0.26561 -0.216
C -3.11133 3.08903 -0.76451 -0.064
C -2.92903 3.55555 -2.01099 -0.122
C -1.99060 2.84770 -2.87485 -0.097
C -1.21239 1.88958 -2.37066 -0.128
N -1.22289 1.49494 -1.00850 -0.155
H -2.59177 -2.15136 3.45784 0.087
H -1.66332 -2.26445 2.04191 0.037
H -5.16369 1.28583 4.42432 0.072
H -5.38304 2.58090 3.32883 0.078
H -3.84350 3.52474 -0.09750 0.097
H -3.49131 4.39942 -2.38721 0.081
H -1.92735 3.07404 -3.93181 0.089
H -0.50474 1.35174 -2.99290 0.102
F -2.39625 -6.37103 -1.00193 0.046
C -1.50504 -5.55213 -0.39582 -0.281
C -1.66291 -4.18337 -0.47123 -0.062
C -0.75472 -3.32458 0.15413 -0.152
C 0.32185 -3.90071 0.86482 -0.160
C 0.44341 -5.28780 0.89230 -0.221
F 1.48440 -5.90548 1.52304 0.027
C -0.45183 -6.13705 0.27746 0.044
C 1.27390 -2.97433 1.54117 -0.206
C 2.25491 -3.37271 2.45301 -0.005
C 3.07489 -2.42612 3.03951 -0.060
C 2.91458 -1.08834 2.72120 -0.051
C 1.92153 -0.76468 1.81758 -0.141
N 1.12815 -1.66910 1.24099 0.013
H -2.50241 -3.78969 -1.03591 0.102
H -0.32285 -7.20856 0.32162 0.123
H 2.37095 -4.41185 2.70590 0.100
H 3.83473 -2.73844 3.74578 0.105
H 3.53241 -0.31103 3.14766 0.097
H 1.74221 0.25760 1.51522 0.075
Br 2.99877 -0.85391 -1.63102 0.829
C 1.73812 -1.26720 -2.98219 -0.711
C 2.20299 -1.53342 -4.25775 -0.112
C 1.26080 -1.83358 -5.22798 -0.046
C -0.07760 -1.86296 -4.88315 0.006
C -0.43939 -1.57774 -3.57752 -0.163
N 0.46278 -1.26922 -2.62992 0.039
C -1.91717 -1.63152 -3.16861 -0.614
O -2.70769 -2.02171 -4.01463 0.045
O -2.14314 -1.27683 -1.96935 -0.138
H 3.26101 -1.50393 -4.46846 0.095
H 1.57720 -2.04602 -6.24155 0.109
H -0.86641 -2.10319 -5.58029 0.119
C -0.11626 2.84023 1.78171 -0.058
C 0.57415 2.73183 0.41927 -0.485
C 0.27981 4.02806 -0.35839 -0.029
C 0.14957 1.45253 -0.35341 -0.233
C 2.09844 2.64538 0.60086 -0.184
C 2.71606 2.61804 1.85094 -0.057
C 4.09935 2.55210 1.98377 -0.102
C 4.91147 2.51923 0.86206 -0.110
C 4.31835 2.56898 -0.39322 -0.103
C 2.94008 2.63574 -0.51548 -0.071
H -1.18194 3.01006 1.64935 0.072
H 0.28496 3.68002 2.35756 0.080
H 0.00154 1.92174 2.36222 0.080
H -0.79218 4.13449 -0.52497 0.065
H 0.76990 4.03315 -1.33321 0.077
H 0.63167 4.89772 0.20611 0.086
H 0.81253 1.39126 -1.22853 0.041
H 2.11249 2.63389 2.74781 0.100
H 4.53992 2.52725 2.97405 0.096
H 5.98856 2.46533 0.96141 0.092
H 4.93361 2.55240 -1.28524 0.097
H 2.50614 2.67900 -1.50655 0.106
```

Summary:
Molar mass ... 800.5 g/mol
Energy above the lowest of the compared OMol25 structures with the same formula, charge and spin ... 0.0000 eV
Net charge ... -1
E ... -129308.21523 eV



5.
C3H2N4O in the gas phase at a distorted geometry, computed with the ωB97M-V functional and the def2-TZVPD basis.

```
10
Properties=species:S:1:pos:R:3:lowdin_charge:R:1
C -1.93676 -0.01989 0.11418 -0.237
C 0.01159 -0.74967 -0.12515 -0.217
C 1.94632 0.06788 0.11331 -0.194
H -2.98994 -0.12283 0.03435 0.099
H 2.96987 0.14508 0.11440 0.120
N -1.30135 -1.14662 -0.07886 0.119
N 1.19780 1.12273 -0.11006 0.170
N -0.02111 0.60066 -0.10816 -0.162
N -1.24447 1.15365 0.02876 0.139
O 1.36805 -1.05100 0.01723 0.162
```

Summary:
SMILES ... c1nc2ocnn2n1
Molar mass ... 110.1 g/mol
Energy above the lowest of the compared OMol25 structures with the same formula, charge and spin ... 1.0546 eV
Net charge ... 0
E ... -11148.21754 eV



6.
A molecular structure, C24H18Cl5N4O2RuS, computed with the ωB97M-V functional and the def2-TZVPD basis.

```
55
Properties=species:S:1:pos:R:3:lowdin_charge:R:1
Ru -0.11631 0.38531 0.67044 1.431
Cl -2.24696 3.16809 1.54771 0.676
C -1.80245 3.09878 -0.14394 -0.693
C -0.87617 2.15623 -0.57357 -0.285
C -0.59825 2.20223 -1.93702 -0.693
Cl 0.59538 1.10813 -2.58297 0.715
C -1.20843 3.07938 -2.82914 -0.711
Cl -0.82247 3.05534 -4.50945 0.673
C -2.13957 3.99413 -2.34889 -0.713
Cl -2.90799 5.09632 -3.42028 0.682
C -2.43180 4.01043 -0.99063 -0.711
Cl -3.56839 5.15399 -0.38095 0.670
N 0.82917 2.53498 1.94667 -0.018
N 0.53383 2.70929 3.29528 -0.087
C -0.33860 1.88455 3.92037 -0.873
N -0.63236 2.23170 5.18816 0.097
S -0.98342 0.49729 3.24631 0.752
H 1.82998 2.44619 1.81039 0.094
H 0.42887 3.27766 1.38476 0.062
H 0.79789 3.57822 3.73517 0.150
H -0.36445 3.11699 5.58245 0.107
H -1.31724 1.67884 5.67170 0.096
C 3.69869 -0.48582 2.88906 -0.092
C 4.40712 -1.30804 2.02890 -0.089
C 3.84349 -1.66813 0.81730 -0.043
C 2.58360 -1.19165 0.44967 -0.201
C 1.86302 -0.33384 1.29142 -0.194
C 2.44538 -0.01320 2.52026 -0.158
C 1.93983 -1.67869 -0.79889 -0.235
C 2.69019 -2.36097 -1.79479 -0.001
C 2.05617 -2.86297 -2.88429 0.001
C 0.66128 -2.68996 -3.02699 -0.162
C -0.05700 -3.18664 -4.14155 -0.035
C -1.39319 -2.94777 -4.26166 -0.077
C -2.05904 -2.18685 -3.27418 -0.060
C -1.39197 -1.70054 -2.18718 -0.022
C -0.00881 -1.95868 -2.02881 -0.242
N 0.64861 -1.47022 -0.92955 0.076
H 4.11396 -0.22429 3.85524 0.100
H 5.38114 -1.68910 2.30692 0.101
H 4.38596 -2.34959 0.17721 0.096
H 1.90581 0.59518 3.23347 0.048
H 3.75843 -2.46477 -1.69261 0.100
H 2.61031 -3.38342 -3.65652 0.120
H 0.47725 -3.75061 -4.89637 0.112
H -1.94159 -3.32503 -5.11441 0.103
H -3.11499 -1.97571 -3.38511 0.108
H -1.89980 -1.08914 -1.45624 0.083
C -3.42910 -2.21577 1.17319 0.009
C -2.23120 -1.31606 1.02537 -0.790
O -1.12449 -1.66015 1.50150 -0.158
O -2.34722 -0.22298 0.39189 -0.168
H -3.36969 -2.98830 0.40428 0.086
H -4.34989 -1.65427 1.03708 0.081
H -3.41253 -2.70603 2.14381 0.082
```

Summary:
2S+1 ... 6
Molar mass ... 704.8 g/mol
Energy above the lowest of the compared OMol25 structures with the same formula, charge and spin ... 0.0000 eV
⟨S²⟩ ... 8.76
Net charge ... 0
E ... -111262.99524 eV